Model P:
Entry from OMol25: a cluster of 2 separate species, C4H5Cl3O in total (the ωB97M-V functional and the def2-TZVPD basis).

Last columns: bonded neighbours and bond lengths (Å).
CARTESIAN COORDINATES (ANGSTROEM)
1 Cl -2.29 -1.19 -0.48  C7 1.691
2 Cl 1.72 2.31 0.15  C6 1.646
3 Cl -3.18 1.26 0.59  C7 1.683
4 O 0.00 -0.82 -1.37  C5 1.273
5 C 0.79 -0.10 -0.69  O4 1.273, C6 1.397, C8 1.485
6 C 0.77 1.30 -0.73  Cl2 1.646, C5 1.397, H9 1.036
7 C -2.79 -0.35 0.90  Cl1 1.691, Cl3 1.683, H11 1.112
8 C 1.86 -0.70 0.14  C5 1.485, H10 0.992, H12 1.132, H13 1.108
9 H -0.01 1.76 -1.23  C6 1.036
10 H 1.42 -0.65 1.03  C8 0.992
11 H -3.04 -0.82 1.88  C7 1.112
12 H 1.87 -1.74 -0.31  C8 1.132
13 H 2.89 -0.28 0.13  C8 1.108

As for the LUMO energy (spin up / spin down): -0.005 / -1.570 eV. The value obtained for the gap between HOMO and LUMO (spin up / spin down) is 9.1306 / 6.3113 eV. The value obtained for the HOMO energy (spin up / spin down) is -9.14 / -7.88 eV. As for the total charge: 0.

Model Q:
Entry from OMol25: a cluster of 2 separate species, C4H5Cl3O in total (the ωB97M-V functional and the def2-TZVPD basis).

Last columns: bonded neighbours and bond lengths (Å).
CARTESIAN COORDINATES (ANGSTROEM)
1 Cl 3.96 3.44 1.81  C6 1.833
2 Cl 4.23 0.48 2.29  C6 1.697
3 Cl 2.22 2.65 -0.72  C5 1.657
4 O -0.69 0.66 0.59  C7 1.266, H12 1.035
5 C 2.69 1.49 0.37  Cl3 1.657, C6 1.322, H9 1.054
6 C 3.49 1.72 1.39  Cl1 1.833, Cl2 1.697, C5 1.322
7 C 0.19 -0.09 0.06  O4 1.266, C8 1.444
8 C 0.13 -1.48 0.42  C7 1.444, H10 1.135, H11 1.068, H13 1.064
9 H 2.31 0.53 0.15  C5 1.054
10 H 1.20 -1.86 0.55  C8 1.135
11 H -0.52 -1.52 1.26  C8 1.068
12 H -1.31 0.04 1.15  O4 1.035
13 H -0.08 -1.92 -0.53  C8 1.064

As for the LUMO energy: 0.573 eV. The value obtained for the gap between HOMO and LUMO is 9.1652 eV. The value obtained for the HOMO energy is -8.59 eV. As for the total charge: 0.

Question: which arrangement is favored energetically? Ranking from most to least stable: model Q, model P.